Density functional theory data (the ωB97M-V functional and the def2-TZVPD basis) for a cluster of 2 separate species, C6H12O in total.

Spin multiplicity: 1
DFT total energy in eV: -8459.920
Energy relative to the best compared isomer or geometry (same formula, charge and spin) in kJ/mol: 427.8
LUMO level in hartree: 0.0297
Strongest force on any atom in eV Å⁻¹: 0.47
Gap between HOMO and LUMO in eV: 9.53
Highest occupied orbital energy in eV: -8.7

Last column: natural (NBO) charge in e.
Geometry (Å):
C 2.7562 0.5606 -0.1175  -0.26
O 2.0876 0.9057 1.1055  -0.48
C 1.7398 -0.0953 1.8605  0.07
C -0.9230 -0.3701 -0.0749  -0.24
C -1.0449 1.1355 -0.0629  -0.60
C -1.3429 -1.1516 -1.2870  -0.42
C -2.1572 -1.2225 -0.0237  -0.42
H 2.0801 0.7999 -0.9418  0.19
H 2.9931 -0.5051 -0.1005  0.21
H 3.6569 1.1733 -0.1828  0.19
H -0.0610 -0.7699 0.4615  0.22
H 1.2211 0.4240 2.7030  0.08
H -0.1738 1.6162 -0.5243  0.20
H -1.1337 1.5206 0.9592  0.21
H -1.9330 1.4570 -0.6203  0.21
H -0.7573 -2.0212 -1.5717  0.21
H -1.7606 -0.6003 -2.1263  0.21
H -2.1273 -2.1400 0.5568  0.22
H -3.1200 -0.7168 -0.0126  0.21

Density functional theory data (the ωB97M-V functional and the def2-TZVPD basis) for a cluster of 7 separate species, C10H34N10O7 in total in a non-equilibrium geometry.

Spin multiplicity: 1
DFT total energy in eV: -40160.561
SMILES: NC(N)=O.NC(N)=O.NC(N)=O.NC(N)=O.NC(N)=O.CC(C)O.CCO
Energy relative to the best compared isomer or geometry (same formula, charge and spin) in kJ/mol: 0.0
LUMO level in hartree: 0.0065
Strongest force on any atom in eV Å⁻¹: 1.74
Gap between HOMO and LUMO in eV: 9.34
Highest occupied orbital energy in eV: -9.2

Last column: natural (NBO) charge in e.
Geometry (Å):
N 1.5572 -27.3421 17.5634  -0.83
C 0.5698 -27.6290 16.6708  0.79
N 0.5819 -26.9053 15.5218  -0.85
O -0.3144 -28.4501 16.9469  -0.73
H 2.1540 -26.5688 17.3279  0.38
H 1.5351 -27.6362 18.5197  0.41
H -0.2260 -27.0666 14.9359  0.43
H 1.3818 -26.4634 15.1129  0.40
N -0.5030 -30.7095 14.9055  -0.86
C -1.5956 -31.0289 14.1660  0.77
N -2.6692 -30.2106 14.3474  -0.86
O -1.6197 -31.9775 13.3804  -0.67
H -0.5242 -29.8210 15.3906  0.40
H 0.3984 -31.1304 14.8003  0.40
H -3.5662 -30.4987 14.0067  0.40
H -2.6485 -29.3391 14.8495  0.40
N -2.2425 -25.8357 12.2530  -0.83
C -2.8253 -26.6323 13.1945  0.81
N -4.1425 -26.8991 12.9684  -0.83
O -2.1822 -27.0857 14.1434  -0.74
H -2.7181 -25.4770 11.4494  0.40
H -1.3272 -25.4933 12.4801  0.41
H -4.6257 -26.5483 12.1674  0.40
H -4.5927 -27.4884 13.6449  0.41
N -3.3637 -32.2107 18.9864  -0.84
C -3.1490 -30.9182 18.6130  0.79
N -2.0379 -30.7162 17.8663  -0.84
O -3.8924 -30.0111 18.9979  -0.74
H -4.1505 -32.2824 19.6077  0.41
H -2.8805 -32.9399 18.5019  0.40
H -1.8133 -29.8154 17.4669  0.43
H -1.2520 -31.3368 17.7976  0.40
N -4.6867 -27.2305 20.7748  -0.86
C -5.9574 -27.2825 20.2564  0.77
N -6.1573 -28.3984 19.4862  -0.87
O -6.8380 -26.4857 20.5571  -0.68
H -4.4058 -26.4221 21.2964  0.40
H -4.0098 -27.9227 20.5049  0.40
H -7.0455 -28.4390 19.0193  0.39
H -5.3634 -28.9362 19.1614  0.43
C -3.2620 -23.3153 18.9587  -0.64
C -3.1955 -22.2055 17.9140  0.10
C -2.0603 -21.2331 18.1828  -0.62
O -3.0773 -22.7775 16.6178  -0.75
H -2.3273 -23.8788 18.9936  0.20
H -4.0788 -24.0032 18.7293  0.21
H -3.4857 -22.9263 19.9547  0.21
H -4.1112 -21.6025 17.9388  0.15
H -1.1053 -21.7709 18.1683  0.20
H -2.2190 -20.7582 19.1493  0.20
H -1.9534 -20.5416 17.3460  0.22
H -2.9449 -23.7354 16.6940  0.50
C -4.9970 -25.9044 16.4517  -0.64
C -3.6611 -26.4215 16.9469  -0.07
O -2.6358 -25.5770 16.3454  -0.78
H -5.8218 -26.5151 16.8278  0.21
H -5.0942 -25.8709 15.3662  0.20
H -5.1638 -24.8895 16.8127  0.22
H -3.4230 -27.4576 16.7092  0.17
H -3.5627 -26.2298 18.0152  0.18
H -2.0638 -26.1960 15.8770  0.50

Density functional theory data (the ωB97M-V functional and the def2-TZVPD basis) for a cluster of 4 separate species, C6H10Br4Cl6 in total in a non-equilibrium geometry.

Spin multiplicity: 2
DFT total energy in eV: -361677.835
Energy relative to the best compared isomer or geometry (same formula, charge and spin) in kJ/mol: 12.0
LUMO level (alpha / beta) in hartree: -0.1397 / -0.3562
Strongest force on any atom in eV Å⁻¹: 2.40
Gap between HOMO and LUMO (alpha / beta) in eV: 9.65 / 3.69
Highest occupied orbital energy (alpha / beta) in eV: -13.5 / -13.4
Total charge: +1
<S²>: 0.76

Last column: Löwdin spin population.
Geometry (Å):
Br 1.4801 3.6793 -2.0041  0.01
C -0.2321 2.6179 -2.1167  0.01
C -0.1007 1.2406 -1.4130  0.00
Br -1.8527 0.3676 -1.2303  0.26
H -0.3891 2.4429 -3.1810  0.00
H -1.0169 3.0542 -1.4987  0.00
H 0.3297 1.3292 -0.4155  0.00
H 0.4048 0.4745 -2.0009  0.00
Br 1.0007 -1.9038 -1.5958  0.48
C 2.5180 -2.4481 -0.3586  0.02
C 3.6118 -1.3441 -0.4437  0.01
Br 2.8231 0.2585 0.4242  0.16
H 2.9896 -3.3942 -0.6242  0.01
H 2.1703 -2.6920 0.6452  0.00
H 3.9590 -1.1299 -1.4545  0.00
H 4.5174 -1.7042 0.0444  0.01
C -2.9586 2.4029 2.0577  0.00
Cl -2.8109 0.6843 2.2600  0.00
Cl -1.4973 3.2710 1.4920  0.00
Cl -3.8687 3.2530 3.3539  0.00
H -3.6487 2.5687 1.2304  0.00
C -1.5683 -2.4908 1.3062  0.00
Cl -1.1533 -3.8314 0.1880  0.01
Cl -0.0555 -1.6322 1.8522  0.01
Cl -2.4645 -3.2808 2.7404  0.00
H -2.1873 -1.7932 0.7421  0.00